1 | Density functional theory data (ωB97M-V with the def2-TZVPD basis set) for a 2-piece molecular cluster, C4H9O overall.

The geometry in ORCA input format:
```
! wB97M-V def2-TZVPD RIJCOSX def2/J DEFGRID3
* xyz -1 1
O 2.240 -0.231 -0.423
C 0.988 -0.881 -0.276
C -0.066 0.144 0.106
C -1.429 -0.459 0.396
C -2.528 -0.084 -0.457
H 2.925 -0.890 -0.555
H 1.046 -1.662 0.503
H 0.698 -1.381 -1.217
H -0.153 0.889 -0.702
H 0.285 0.691 0.998
H -1.342 -1.549 0.572
H -2.248 0.064 -1.515
H -3.387 -0.773 -0.403
H -1.703 -0.307 1.840
*
```

The calculation puts the HOMO energy at -0.6 eV.

---

2 | Density functional theory data (ωB97M-V with the def2-TZVPD basis set) for an isolated ion of composition C4H9O and charge -1.

The geometry in ORCA input format:
```
! wB97M-V def2-TZVPD RIJCOSX def2/J DEFGRID3
* xyz -1 1
C 1.860 0.038 -0.049
C 0.496 -0.506 -0.487
C -0.671 -0.384 0.532
C -1.706 0.713 0.067
O -2.958 0.476 0.517
H 2.644 -0.688 -0.298
H 1.931 0.045 1.038
H 2.114 0.976 -0.513
H 0.227 -0.205 -1.505
H 0.574 -1.591 -0.679
H -1.234 -1.305 0.548
H -0.302 -0.006 1.484
H -1.695 0.732 -1.042
H -1.280 1.705 0.388
*
```

The calculation puts the HOMO energy at -1.9 eV. As for the SMILES: CCCC[O-].

---

3 | Density functional theory data (ωB97M-V with the def2-TZVPD basis set) for a 2-piece molecular cluster, C4H9O overall.

The geometry in ORCA input format:
```
! wB97M-V def2-TZVPD RIJCOSX def2/J DEFGRID3
* xyz -1 1
C 2.312 1.085 0.148
O 1.999 1.153 -1.174
H 1.758 0.184 0.562
H 2.199 1.963 0.810
H 3.359 0.946 0.429
C -1.304 0.428 0.527
C -1.028 -0.558 -0.630
C -1.345 -1.920 -0.542
H -1.606 1.404 0.216
H -0.603 0.373 1.285
H -2.152 -0.101 0.905
H -0.485 -0.109 -1.477
H -1.087 -2.607 -1.336
H -2.018 -2.242 0.276
*
```

The calculation puts the HOMO energy at -1.9 eV.

---

4 | Density functional theory data (ωB97M-V with the def2-TZVPD basis set) for an isolated ion of composition C4H9O and charge -1.

The geometry in ORCA input format:
```
! wB97M-V def2-TZVPD RIJCOSX def2/J DEFGRID3
* xyz -1 1
C 0.193 2.337 0.007
C -0.579 1.053 0.332
C -0.407 -0.183 -0.575
C -0.128 -1.510 0.206
O 1.013 -2.108 -0.065
H 0.875 2.256 -0.850
H 0.773 2.749 0.828
H -0.498 3.108 -0.374
H -0.116 0.779 1.291
H -1.600 1.332 0.607
H -1.302 -0.383 -1.171
H 0.398 0.167 -1.229
H -1.156 -2.086 0.040
H -0.312 -1.335 1.304
*
```

The calculation puts the HOMO energy at -2.0 eV. As for the SMILES: CCCC[O-].

---

Which of them is most stable, and which least? Most stable: 2; least stable: 1.